ORCA calculation (ωB97M-V/def2-TZVPD) on C6H10N2 as an isolated structure.

The geometry in ORCA input format:
```
! wB97M-V def2-TZVPD RIJCOSX def2/J DEFGRID3
* xyz 0 1
C -1.84 -0.07 0.06
C 0.12 -1.43 -0.08
C 1.37 -0.37 -0.19
C 1.30 1.11 -0.41
C -0.54 0.59 0.23
C 0.41 -0.42 0.86
H -2.20 -0.11 1.15
H -2.49 0.45 -0.54
H -1.71 -2.23 -0.51
H 0.32 -2.50 -0.16
H 2.36 -0.89 0.12
H 2.27 1.50 -0.08
H 1.26 1.25 -1.44
H 0.00 2.49 -0.13
H -0.43 0.51 -0.89
H 0.66 -0.35 2.02
N -1.23 -1.25 -0.54
N 0.38 1.71 0.52
*
```

Its gap between HOMO and LUMO is 0.340 Ha. As for the HOMO energy: -8.18 eV. As for the energy above the lowest of the compared OMol25 structures with the same formula, charge and spin: 715.6 kJ/mol. The value obtained for the lowest unoccupied orbital energy is 1.1 eV.

---

ORCA calculation (ωB97M-V/def2-TZVPD) on C22H24N4OP2V as an isolated structure.

The geometry in ORCA input format:
```
! wB97M-V def2-TZVPD RIJCOSX def2/J DEFGRID3
* xyz 2 2
C -1.91 2.86 -2.68
C -1.71 1.60 -2.11
C -0.34 1.12 -2.11
C 0.69 2.11 -1.98
C 0.44 3.41 -2.43
C -0.83 3.74 -2.87
C 1.82 1.68 -1.20
C 2.28 0.37 -1.62
C 1.25 -0.60 -1.77
C 1.59 -1.98 -1.54
C 2.89 -2.36 -1.83
C 3.90 -1.39 -1.97
C 3.62 -0.03 -1.79
H -2.94 3.15 -2.94
H 1.25 4.14 -2.44
H -1.02 4.71 -3.33
H 2.56 2.42 -0.79
H 3.13 -3.42 -1.90
H 4.92 -1.71 -2.21
H 4.41 0.71 -1.81
N -0.07 -0.23 -2.02
V 0.16 0.19 0.96
C -2.76 0.79 -1.41
H -2.79 -0.24 -1.78
H -3.75 1.25 -1.48
C 0.55 -2.88 -0.97
H -0.36 -2.90 -1.57
H 0.91 -3.89 -0.78
P -2.30 0.67 0.39
P 0.02 -2.18 0.68
C 1.25 -2.88 1.82
H 0.99 -2.63 2.85
H 1.26 -3.97 1.70
H 2.25 -2.48 1.59
C -1.46 -3.17 1.03
H -1.17 -4.22 1.13
H -1.93 -2.85 1.96
H -2.17 -3.07 0.21
C -2.67 2.33 1.04
H -3.70 2.61 0.80
H -2.54 2.33 2.13
H -1.97 3.05 0.60
C -3.67 -0.34 1.05
H -3.59 -0.45 2.14
H -4.63 0.14 0.82
H -3.67 -1.33 0.60
C -0.77 -0.15 2.53
O -1.21 -0.49 3.58
H 0.73 1.20 0.31
N 1.47 0.71 2.40
C 2.22 1.09 3.23
N 3.10 1.56 4.05
C 3.11 1.14 5.31
N 3.17 0.81 6.43
*
```

Its gap between HOMO and LUMO (alpha / beta) is 0.181 / 0.177 Ha. As for the HOMO energy (alpha / beta): -14.42 / -14.36 eV. As for the energy above the lowest of the compared OMol25 structures with the same formula, charge and spin: 0.0 kJ/mol. The value obtained for the lowest unoccupied orbital energy (alpha / beta) is -9.5 / -9.5 eV.

---

ORCA calculation (ωB97M-V/def2-TZVPD) on one molecule with the formula C4H6N2O3.

The geometry in ORCA input format:
```
! wB97M-V def2-TZVPD RIJCOSX def2/J DEFGRID3
* xyz 0 1
H 2.11 2.31 0.97
N 2.09 1.54 0.30
C 0.98 0.97 0.20
O 0.82 -0.09 -0.63
C 0.21 -1.22 -0.04
C -0.14 -2.20 -1.12
O 0.17 -1.41 1.14
C -0.30 1.37 1.01
N -1.41 1.46 0.23
O -0.25 1.71 2.17
H 0.77 -2.56 -1.58
H -0.66 -3.06 -0.69
H -0.72 -1.73 -1.89
H -1.42 1.12 -0.72
H -2.25 1.79 0.65
*
```

Its gap between HOMO and LUMO is 0.392 Ha. As for the structure (SMILES): [H]/N=C(/OC(C)=O)C(N)=O. As for the HOMO energy: -10.10 eV. As for the energy above the lowest of the compared OMol25 structures with the same formula, charge and spin: 77.7 kJ/mol. The value obtained for the lowest unoccupied orbital energy is 0.6 eV.

---

ORCA calculation (ωB97M-V/def2-TZVPD) on a 3-piece molecular cluster, C3H10O2 overall.

The geometry in ORCA input format:
```
! wB97M-V def2-TZVPD RIJCOSX def2/J DEFGRID3
* xyz 0 1
C 0.16 -0.46 3.01
C 0.37 0.19 1.87
C 1.01 -0.49 0.70
H -0.37 -0.10 3.89
H 0.83 -1.31 3.36
H -0.25 1.02 1.52
H 0.35 -1.18 0.18
H 1.65 -1.32 1.11
H 1.67 0.04 0.03
O -0.39 0.97 -1.00
H 0.40 1.48 -1.24
H -1.00 1.64 -0.66
O -1.29 -0.11 -4.58
H -1.03 0.21 -3.71
H -2.12 -0.57 -4.46
*
```

Its gap between HOMO and LUMO is 0.374 Ha. As for the structure (SMILES): C=CC.O.O. As for the HOMO energy: -9.65 eV. As for the energy above the lowest of the compared OMol25 structures with the same formula, charge and spin: 144.2 kJ/mol. The value obtained for the lowest unoccupied orbital energy is 0.5 eV.

---

ORCA calculation (ωB97M-V/def2-TZVPD) on one molecule with the formula C19H23N3O3S.

The geometry in ORCA input format:
```
! wB97M-V def2-TZVPD RIJCOSX def2/J DEFGRID3
* xyz 0 1
C -2.03 -4.48 1.19
C -2.83 -3.23 0.87
C -3.13 -3.11 -0.62
C -4.01 -1.90 -0.94
C -3.37 -0.61 -0.53
C -2.29 -0.09 -1.18
O -1.77 -0.70 -2.26
N -1.65 1.06 -0.80
C -2.11 1.70 0.23
S -1.33 3.16 0.80
C -0.09 3.48 -0.50
C 1.24 2.77 -0.25
O 2.24 3.39 0.02
N 1.14 1.43 -0.39
C 2.11 0.44 -0.21
C 1.69 -0.89 -0.31
C 2.59 -1.93 -0.15
C 3.92 -1.64 0.09
C 4.33 -0.31 0.19
C 3.45 0.73 0.05
C 5.80 -0.25 0.48
C 6.30 -1.66 0.12
C 5.07 -2.57 0.30
N -3.18 1.28 0.92
C -3.90 0.10 0.61
O -4.85 -0.21 1.29
H -2.58 -5.37 0.89
H -1.08 -4.47 0.65
H -1.82 -4.54 2.25
H -3.77 -3.24 1.43
H -2.28 -2.35 1.20
H -2.20 -3.03 -1.18
H -3.65 -4.01 -0.96
H -4.96 -1.98 -0.41
H -4.20 -1.87 -2.02
H -1.04 -0.16 -2.60
H 0.08 4.55 -0.48
H -0.53 3.18 -1.45
H 0.20 1.08 -0.61
H 0.65 -1.11 -0.50
H 2.25 -2.95 -0.23
H 3.77 1.76 0.13
H 5.96 -0.03 1.54
H 6.31 0.53 -0.09
H 6.61 -1.68 -0.92
H 7.14 -1.97 0.73
H 5.04 -2.98 1.32
H 5.07 -3.41 -0.40
H -3.52 1.81 1.72
*
```

Its gap between HOMO and LUMO is 0.318 Ha. As for the structure (SMILES): CCCCc1c(O)nc(SCC(=O)Nc2ccc3c(c2)CCC3)[nH]c1=O. As for the HOMO energy: -8.26 eV. As for the energy above the lowest of the compared OMol25 structures with the same formula, charge and spin: 12.3 kJ/mol. The value obtained for the lowest unoccupied orbital energy is 0.4 eV.

---

ORCA calculation (ωB97M-V/def2-TZVPD) on C11H16IrN3O4PS5 as an isolated structure.

The geometry in ORCA input format:
```
! wB97M-V def2-TZVPD RIJCOSX def2/J DEFGRID3
* xyz 1 5
Ir -0.82 -1.41 0.64
S -3.84 -7.65 -1.28
C -3.17 -6.25 -0.85
S -2.62 -5.05 -2.00
C -2.14 -3.85 -0.87
C -2.31 -4.17 0.48
S -1.95 -3.15 1.77
S -3.01 -5.72 0.80
S -1.55 -2.35 -1.45
C -2.61 0.59 3.93
O -2.28 -0.34 2.87
C -1.23 -0.03 2.10
O -0.60 1.01 2.29
H -3.32 0.06 4.55
H -3.06 1.49 3.51
H -1.72 0.85 4.49
O 0.96 -2.37 0.54
O 1.68 -1.61 -0.46
C 1.16 3.10 -0.04
N 2.35 2.15 0.09
C 3.03 2.00 -1.29
N 2.10 1.61 -2.28
C 1.02 2.58 -2.37
N 0.31 2.65 -1.09
C -0.49 1.54 -0.79
P 0.85 -0.16 -0.50
C 1.93 0.82 0.64
C 1.62 0.23 -2.15
H 1.57 4.08 -0.26
H 0.64 3.09 0.92
H 3.02 2.57 0.73
H 3.82 1.26 -1.16
H 3.46 2.98 -1.52
H 0.32 2.28 -3.15
H 1.42 3.56 -2.61
H -1.14 1.23 -1.61
H -0.99 1.62 0.17
H 2.82 0.22 0.82
H 1.39 0.99 1.58
H 0.92 0.02 -2.95
H 2.46 -0.46 -2.25
*
```

Its gap between HOMO and LUMO (alpha / beta) is 0.258 / 0.214 Ha. As for the HOMO energy (alpha / beta): -9.98 / -11.06 eV. The value obtained for the lowest unoccupied orbital energy (alpha / beta) is -3.0 / -5.2 eV.